46
Properties=species:S:1:pos:R:3:forces:R:3 method="wB97M-V/def2-TZVPD" largest_force_ha_per_bohr=0.01419 de_lowest_kj_mol=29.6 total_energy_ha=-1129.690684
C -2.15411 -2.26414 1.05162 0.1 0.0 -0.1
C -1.92888 -1.54924 -0.28682 -0.1 0.1 0.0
C -0.43506 -1.41557 -0.51365 -0.4 -0.4 -0.3
O 0.15032 -1.83549 -1.47330 0.3 0.0 0.0
O 0.16055 -0.82486 0.54106 -0.3 0.0 0.2
C 1.57551 -0.66191 0.59025 0.6 0.1 -0.1
C 2.38539 -1.96661 0.59767 0.0 0.0 0.0
C 3.47060 -1.75636 -0.48380 -0.1 -0.3 -0.1
N 3.53036 -0.33899 -0.76911 0.0 0.2 0.0
C 4.42994 0.49382 0.02395 0.3 0.0 -0.1
C 3.66001 1.76857 0.19790 -0.1 0.0 -0.1
C 2.39803 1.60382 -0.17572 -0.1 0.0 0.0
C 1.27240 2.58365 -0.20010 0.4 0.4 -0.5
O 0.07074 2.03324 0.35150 0.1 0.0 0.4
C -0.76007 1.41895 -0.48389 -0.2 0.0 -0.1
O -0.53702 1.27377 -1.66427 0.1 0.0 0.0
C -2.06795 1.03227 0.20524 -0.3 0.2 -0.3
C -2.96114 2.27342 0.01829 0.2 -0.2 0.1
O -1.88877 0.84824 1.58671 -0.1 0.0 0.2
C -2.73505 -0.21822 -0.47682 0.1 -0.1 0.4
C -4.14720 -0.41044 0.08744 0.4 0.2 -0.2
O -2.90169 0.01549 -1.85247 -0.1 0.0 -0.4
C 2.18677 0.17431 -0.57919 -0.4 0.1 -0.1
H -1.46335 -3.10191 1.13384 0.0 -0.1 0.1
H -3.16392 -2.65825 1.10649 -0.1 0.0 0.0
H -1.99460 -1.59969 1.89458 0.0 0.0 0.1
H -2.28682 -2.19784 -1.09543 0.1 0.2 0.1
H 1.71862 -0.11512 1.52953 0.0 -0.1 -0.2
H 2.82599 -2.13447 1.57989 0.0 0.0 0.0
H 1.74992 -2.81581 0.35463 0.0 -0.1 0.1
H 3.16817 -2.26083 -1.40496 0.1 -0.1 0.1
H 4.44709 -2.13227 -0.18016 0.0 0.0 -0.1
H 5.36561 0.64645 -0.52350 0.0 0.0 0.2
H 4.67814 0.05861 1.00563 0.0 0.0 0.0
H 4.11556 2.66845 0.56922 0.0 0.2 0.1
H 1.07071 2.87803 -1.23887 0.0 0.0 0.2
H 1.50012 3.46461 0.40325 -0.1 -0.1 -0.1
H -2.39901 3.17025 0.26750 0.0 0.1 0.0
H -3.31005 2.32933 -1.00863 0.0 0.0 0.0
H -3.80354 2.20034 0.69840 -0.1 0.0 0.0
H -1.06452 0.36479 1.72569 0.0 0.0 -0.1
H -4.53831 -1.37202 -0.22970 -0.1 -0.1 0.0
H -4.79365 0.35907 -0.32156 -0.1 0.1 0.0
H -4.13873 -0.34592 1.17004 -0.1 -0.1 0.1
H -2.04994 0.27104 -2.24200 0.0 0.0 0.1
H 1.59285 0.04545 -1.48640 0.0 0.1 0.2

=====

64
Properties=species:S:1:pos:R:3:forces:R:3 method="wB97M-V/def2-TZVPD" largest_force_ha_per_bohr=0.12017 total_charge=-1 de_lowest_kj_mol=118.2 total_energy_ha=-2698.613983
O -0.38375 0.75613 -1.57483 -0.7 -0.2 0.8
C -1.40005 1.47410 -1.95359 3.3 1.1 -5.1
C -1.13847 2.12904 -3.30130 -1.0 -1.0 1.7
C 0.14490 2.57202 -3.66016 0.4 -0.1 -0.6
H 0.94969 2.54585 -2.93678 -0.1 -0.1 0.1
C 0.42184 3.00838 -4.94914 -0.6 -0.1 -0.2
H 1.44658 3.29821 -5.19293 -0.3 0.0 -0.1
C -0.60657 3.05239 -5.91810 0.0 0.0 0.1
H -0.38967 3.36197 -6.94839 -0.1 -0.1 0.5
C -1.91339 2.67292 -5.53898 0.1 0.1 -0.2
H -2.75555 2.72535 -6.24963 0.6 -0.1 0.2
C -2.17033 2.20544 -4.25853 -0.1 0.4 -0.4
H -3.17959 1.85689 -4.00491 0.4 0.2 -0.1
H -3.49465 1.38118 -2.01771 -0.1 0.2 0.2
C -2.81163 3.31854 -1.20417 -0.4 -0.5 -0.3
C -2.69338 1.77768 -1.36484 -0.1 -0.4 2.5
H -3.83042 3.58329 -0.87286 0.4 0.1 0.0
H -2.61987 3.76776 -2.18426 -0.1 0.1 0.3
H -2.05117 3.67591 -0.49279 -0.3 -0.1 -0.2
C -2.72828 1.05995 -0.01433 -1.2 -0.8 -0.9
C -3.29481 1.74375 1.16980 -0.4 0.5 0.2
H -2.72326 -0.04547 -0.04001 -0.2 1.0 -0.1
H -4.20801 2.32304 0.88376 0.4 -0.4 0.5
H -2.53084 2.47804 1.54905 -0.8 -0.4 0.0
H -3.54234 1.00004 1.95952 0.1 0.6 -0.3
Hg 1.90406 -0.17454 -1.59961 -1.0 0.4 0.0
Cl 3.20694 1.76853 -1.55117 0.1 -0.1 0.1
Cl 1.31876 -2.41243 -1.94153 0.2 0.1 -0.1
H 5.91447 -1.91160 0.02535 -0.3 0.1 0.0
H 6.48138 0.48640 1.39739 -0.3 0.1 -0.3
C 4.98010 -1.39695 -0.25473 -0.1 0.2 -0.1
C 5.55037 0.76116 0.85991 0.1 -0.1 0.3
N 4.65260 -0.38646 0.74732 0.1 0.0 0.4
H 4.16048 -2.11963 -0.33232 0.2 0.2 0.0
C 3.64711 -0.55831 1.62706 -1.5 -1.4 -0.7
O 2.74354 -1.43575 1.46998 2.3 1.8 0.7
H 5.03232 1.55580 1.42439 0.3 -0.3 -0.4
H 3.69214 0.15036 2.50776 -0.4 -0.6 -0.9
H 5.14110 -0.90363 -1.22406 -0.2 -0.1 0.2
H 5.80451 1.11860 -0.15172 -0.2 0.0 0.5
H -1.38396 -5.11674 2.41597 -0.2 0.1 0.0
H 0.63175 -4.90298 1.59225 0.0 0.3 -0.3
C -1.90566 -4.46460 1.70613 0.1 0.1 0.0
C 0.36095 -4.23316 0.75879 -0.1 0.1 -0.2
N -0.91809 -3.60911 1.07347 -0.1 -0.4 0.0
H -2.64885 -3.85061 2.22086 0.1 -0.1 -0.1
C -1.31304 -2.42611 0.53397 -0.8 0.8 0.2
O -2.41354 -1.90941 0.76985 1.1 -1.1 -0.2
H 1.13226 -3.46169 0.62892 -0.2 -0.3 0.0
H -0.56356 -1.94990 -0.13321 -0.3 -0.1 0.4
H -2.41627 -5.10397 0.96668 0.1 0.2 0.2
H 0.29408 -4.83419 -0.16922 0.1 0.2 0.4
S -0.49868 0.82842 0.92812 2.0 -0.8 2.1
C -0.38971 0.12352 2.48290 0.2 0.6 -1.4
N 0.33119 -0.97577 2.83195 0.4 -0.5 -0.2
C 0.07062 -1.41760 4.19613 0.4 -0.2 -0.1
C -1.08643 -0.50558 4.62687 -0.4 0.2 0.0
N -1.11662 0.48789 3.56500 -1.0 0.9 0.6
H 1.18156 -1.26936 2.31352 -0.8 0.4 0.3
H 0.96416 -1.27066 4.83763 -0.4 -0.1 -0.2
H -0.21204 -2.48853 4.23042 0.2 0.5 0.0
H -0.89516 -0.03298 5.59434 -0.1 -0.1 0.0
H -2.04413 -1.04513 4.67444 0.2 0.0 0.1
H -1.88764 1.16427 3.46628 0.8 -0.8 -0.1

=====

15
Properties=species:S:1:pos:R:3:forces:R:3 method="wB97M-V/def2-TZVPD" largest_force_ha_per_bohr=0.02245 de_lowest_kj_mol=198.4 total_energy_ha=-304.759939
C -1.81649 0.30784 0.23944 -0.1 0.0 0.1
C -0.50965 -0.22832 -0.29154 -0.3 -0.2 -0.4
C 0.64851 0.66272 -0.56626 0.3 -0.1 -0.2
C 0.27083 2.03118 -0.84324 -0.4 0.9 -0.3
N -0.17912 2.94476 -1.39572 0.6 -0.5 0.8
N 0.56472 -0.11710 0.67034 0.1 -0.1 -0.1
C 1.49730 -1.24254 0.78921 0.2 0.0 0.1
H -1.61788 0.94902 1.10230 0.0 0.0 -0.2
H -2.44341 0.87044 -0.46176 0.3 -0.3 -0.1
H -2.36395 -0.56035 0.60645 -0.3 0.1 0.0
H -0.56871 -1.04918 -1.00858 0.1 -0.3 0.5
H 1.43056 0.34807 -1.25128 -0.2 -0.2 -0.2
H 1.79242 -1.74997 -0.14837 -0.2 0.4 0.0
H 1.06236 -2.01460 1.43521 -0.1 0.3 -0.1
H 2.40084 -0.88787 1.28337 0.0 0.0 -0.1

=====

10
Properties=species:S:1:pos:R:3:forces:R:3 method="wB97M-V/def2-TZVPD" largest_force_ha_per_bohr=0.09828 de_lowest_kj_mol=278.7 total_energy_ha=-243.355801
H 2.61917 1.54978 0.01545 -2.4 -0.8 0.4
N 1.55764 1.30912 -0.02461 1.4 -2.4 1.5
C 1.28960 0.13977 0.50941 -0.7 0.0 -2.4
N 0.06806 -0.60247 0.22352 0.4 1.8 2.3
N -1.01677 0.18809 -0.36000 -1.1 -4.8 1.1
C -1.93811 -0.74195 -0.46013 0.0 1.6 -1.1
H 1.90386 -0.69518 0.88952 0.8 1.1 0.4
H -0.32337 -1.26633 1.04213 1.7 2.2 -2.3
H -1.65797 -1.85602 -0.18265 -1.2 2.2 -0.7
H -2.91309 -0.38239 -0.93251 1.3 -1.0 0.9

=====

26
Properties=species:S:1:pos:R:3:forces:R:3 method="wB97M-V/def2-TZVPD" spin_multiplicity=2 largest_force_ha_per_bohr=0.02494 de_lowest_kj_mol=0.0 total_energy_ha=-614.538779
C -3.07972 1.53261 3.09901 -0.1 0.2 1.1
C -0.36753 -0.79494 0.73551 -0.1 -0.3 -0.2
C 0.11020 0.05170 1.79415 -0.2 0.4 -0.2
C -1.79752 -1.02350 0.66469 0.0 -0.4 -0.1
C -0.78592 0.74632 2.56521 1.2 -0.2 -0.4
C -2.66477 -0.30480 1.42024 0.2 0.1 0.1
C -2.15936 0.63871 2.34149 -0.8 0.6 0.1
O 0.38844 -1.29854 -0.11728 0.0 -0.1 0.2
H 1.81717 -2.07838 -0.93270 0.3 0.4 0.2
H 1.17594 0.23211 1.85393 0.0 -0.1 0.1
H -2.13819 -1.80909 0.00152 0.0 0.2 -0.2
H -0.34327 1.43244 3.27930 -0.5 0.1 0.1
H -3.73354 -0.44689 1.30105 0.1 0.1 0.1
H -3.14708 1.16190 4.12802 -0.1 -0.2 0.0
H -4.10403 1.58964 2.74945 0.0 -0.2 -0.4
H -2.71996 2.55547 3.25974 0.2 -0.2 -0.5
C 2.62964 -0.04483 -2.30809 -0.6 0.3 0.0
C 1.90476 0.68542 -3.43607 -0.5 0.0 0.1
C 2.69496 -1.53584 -2.56470 0.2 0.1 0.3
O 2.92202 -2.00467 -3.64051 0.2 -0.1 -0.3
O 2.59105 -2.32611 -1.46879 -0.2 -0.4 -0.3
H 3.65018 0.32516 -2.19976 0.1 -0.1 0.0
H 2.11007 0.11068 -1.36652 0.1 0.1 0.2
H 0.82352 0.55477 -3.34820 0.0 -0.4 -0.1
H 2.22507 0.28327 -4.39040 0.0 0.1 -0.2
H 1.99787 1.76739 -3.42030 0.6 0.1 0.1